(1)
C39H77IN2O21P2 | ωB97M-V with the def2-TZVPD basis set

Atoms and positions in Å:
O1 -6.84090 -0.88246 0.30481
H1 6.66789 7.06411 -0.90725
H2 9.85543 -0.59195 -0.25285
C1 -10.07446 1.41412 1.58795
H3 -3.27389 1.57600 6.88939
C2 -4.18571 -0.44993 0.24691
O2 -1.07128 -0.70995 -2.71631
H4 3.41212 -3.24207 1.76391
H5 -13.28656 3.65864 1.73864
P1 -5.13249 -1.25109 2.83054
H6 -5.21663 1.78522 1.47118
H7 -1.48424 5.26673 -2.26084
H8 4.36329 -4.38561 -1.16488
H9 12.37042 0.26957 -0.23408
C3 2.36124 -3.43948 1.56563
H10 6.40912 -2.97782 -1.03888
C4 9.45721 1.64881 3.31960
C5 2.96925 -2.83914 -0.80681
H11 -4.29654 -3.90279 -3.22252
C6 10.16624 1.49161 0.98790
C7 -0.89702 -1.12051 -1.59740
C8 7.31983 6.39899 -0.33590
H12 -3.27801 -3.35753 -0.39137
H13 -2.94273 -0.42700 8.05282
C9 -2.86610 3.86814 -1.37942
H14 -1.95170 1.56653 -1.33319
H15 5.59015 2.16166 2.38669
H16 8.94823 3.08047 1.88157
H17 -12.08073 4.96757 3.24039
C10 -3.89595 -1.11830 1.45380
H18 8.93249 2.17852 4.09782
C11 2.62648 -2.29314 -2.04988
C12 5.44705 -2.55855 -1.34048
H19 -5.65653 -4.19896 -8.30411
C13 -1.52375 4.19539 -2.07504
H20 7.69952 5.62322 -0.99530
H21 -3.91460 2.99708 -3.03254
H22 -4.50847 2.53850 -1.41714
C14 -2.64833 -1.70028 1.65714
H23 -10.64665 0.93716 -0.21204
C15 -0.36330 -2.35107 0.99316
H24 -2.24368 1.40682 -3.03528
O3 6.59987 5.75701 0.71510
H25 -9.56554 0.91273 2.40736
H26 -7.75486 -0.54564 0.30970
H27 7.16854 -0.95148 -2.15354
C16 -3.18696 -0.42549 -0.74554
O4 -6.09894 0.69248 -1.48850
H28 -1.95738 -5.17085 0.23646
H29 -3.29726 -3.34663 5.56217
O5 -0.28114 -2.91238 2.05442
C17 13.43068 0.02391 -1.85721
O6 -12.83854 3.19398 2.45033
O7 -3.48834 0.76228 6.42723
H30 -4.18426 7.91379 -1.27786
O8 3.99342 -5.75220 2.21623
H31 -3.98328 -2.93930 -7.30769
N1 -6.03685 1.55013 0.92968
O9 9.45621 1.45973 -0.15559
C18 2.00669 -2.85253 0.21659
H32 -2.96473 -1.20875 6.46652
H33 5.41119 -2.65029 -2.42304
H34 -3.53727 -5.15803 1.06467
O10 12.71858 -0.48223 -0.74075
H35 -2.72244 -3.90636 -4.05339
H36 -2.47219 -2.20282 2.59571
H37 -4.21227 -5.16661 -7.91161
C19 9.47417 2.16303 2.10162
H38 -3.82040 -0.69776 4.46202
C20 -3.80378 -3.97497 -4.19218
C21 -1.94043 -1.06074 -0.54257
H39 7.76324 -1.26383 0.30278
H40 3.33105 -2.29156 -2.86350
O11 5.04541 1.83745 0.44464
C22 -3.04053 -5.22813 0.09312
C23 5.44406 -1.10306 -0.89234
H41 8.16156 6.97221 0.05962
H42 -13.65706 4.45243 3.89554
C24 -1.87419 -4.62734 5.89259
H43 4.69134 2.34250 -0.29216
O12 -4.07057 -1.54002 4.05173
H44 -2.23655 -5.37711 5.18469
H45 7.33204 0.46047 0.52446
H46 1.82514 -2.96981 2.36959
H47 -12.17909 3.57783 4.33785
O13 -3.85017 7.19894 -1.82576
O14 -3.49700 -4.20394 -0.78657
O15 2.12660 -4.85244 1.63873
H48 -2.66634 8.49663 -2.94766
H49 1.12873 -1.31720 -3.21924
I1 -6.04691 -3.49591 2.59629
C25 9.12615 0.12685 -0.61590
H50 9.93465 0.70599 3.53256
H51 13.81780 -0.82220 -2.42162
P2 -5.82546 0.31178 0.03247
C26 6.73921 -0.37852 -1.33340
H52 12.77689 0.61100 -2.51114
C27 -3.45848 7.75449 -3.07752
H53 -3.49602 4.74965 -1.41490
H54 -1.40613 3.69823 -3.03294
O16 -3.46786 0.21760 -1.91773
H55 14.27283 0.64697 -1.54017
H56 -3.08216 6.94165 -3.69361
N2 3.27579 -5.64393 1.30913
H57 -0.68046 3.99452 -1.42182
H58 6.45601 0.61158 -1.67463
H59 -1.08144 -4.04071 5.41991
O17 -2.93600 -3.79032 6.33824
H60 4.67129 -3.52763 0.36781
H61 6.26397 6.44239 1.29887
H62 -5.76629 0.01931 -2.09791
C28 -12.68555 4.10609 3.53453
C29 0.71775 -2.31904 -0.01752
O18 -4.26001 -2.94282 -5.07262
H63 -1.64277 -0.09733 6.87241
C30 -1.66248 -1.68065 0.68062
H64 4.60626 -0.56587 -1.32968
H65 5.88010 3.53910 1.29823
C31 7.71788 -0.28238 -0.16580
C32 5.19158 2.73127 1.54999
C33 -2.71062 -0.29528 6.99465
C34 0.41581 -1.74371 -1.26146
H66 4.22193 3.15022 1.83215
O19 11.26239 1.03030 1.08308
H67 -9.47761 2.27267 1.27105
H68 9.20353 0.16040 -1.69598
H69 -4.30817 8.21814 -3.58474
C35 -4.59055 -4.33214 -8.50995
H70 -4.03999 -2.09961 -4.66685
C36 1.37863 -1.74597 -2.26098
H71 -4.46309 -4.57000 -9.56369
C37 4.36306 -3.42084 -0.66206
H72 5.31782 -1.06799 0.18858
H73 -1.46605 -5.13379 6.76368
H74 -4.04505 -4.93230 -4.64682
H75 -11.05263 1.75188 1.92588
O20 -3.86514 -3.14194 -8.24352
C38 -3.62817 2.70942 -2.02492
C39 -2.74250 1.46612 -2.07568
H76 -3.28581 -6.18461 -0.36099
H77 -2.66770 3.62836 -0.33658
O21 -10.20122 0.47987 0.50525

## Properties
total energy	-4201.9719	hartree
HOMO-LUMO gap	0.26168	hartree
spin multiplicity	1
F_max	1.4	eV/A

(2)
C39H78O29 | ωB97M-V with the def2-TZVPD basis set

Atoms and positions in Å:
O1 -1.14961 1.99566 -4.78123
H1 3.53855 2.23228 3.86997
H2 3.21183 7.51909 1.21059
H3 -1.37249 -2.29157 -4.47990
O2 0.39173 1.86584 -3.20108
C1 -0.16241 -0.76743 3.93767
H4 3.58031 7.09146 -0.45017
H5 2.34825 8.32322 -0.02156
H6 -2.08881 -0.72218 -2.59641
H7 1.83069 -1.73593 8.53625
H8 2.14566 2.39294 -2.49535
O3 -5.82316 -0.47949 -4.00834
H9 -1.15304 -5.17876 -0.14201
H10 6.39858 -2.50399 -2.22304
C2 -1.39444 3.33507 -4.51184
H11 3.94144 -6.12418 -2.77032
C3 0.46658 6.66991 -0.52940
H12 0.16232 -1.73706 3.56022
H13 -4.83807 -3.95993 -1.09817
O4 -4.50594 -1.47397 1.54250
H14 5.15002 3.64281 9.44400
H15 3.79298 0.87173 0.18936
C4 -0.70789 -3.08796 -4.14500
C5 0.16927 -1.13209 -0.79983
H16 -4.15561 2.62387 3.73819
H17 -2.11714 -6.13955 -1.36490
H18 1.24542 -4.79558 -4.44940
C6 -0.81447 -4.35293 -5.03398
H19 0.63321 -5.91103 -5.71145
H20 3.02183 2.37194 -0.26142
C7 -4.00743 -4.00086 -1.80277
H21 -3.85792 -3.08623 -2.37654
C8 5.09117 2.54286 -0.55500
O5 0.19059 0.25598 -0.52647
O6 -6.29365 -1.27537 0.41577
H22 -3.40618 1.22412 2.88080
H23 -1.12346 3.96252 -5.36094
H24 -3.79682 4.54199 -1.86677
H25 -2.32618 4.26779 -0.91899
H26 3.24870 -7.35496 -1.77689
C9 -4.59256 0.01318 -3.71116
C10 0.64978 2.86579 1.84602
H27 -7.29011 0.63340 -4.92832
C11 -5.55981 -2.21229 1.11422
C12 4.58879 -1.96924 -3.27665
O7 3.08750 4.07346 6.10197
H28 3.41110 3.70416 9.42535
C13 1.72346 1.54652 -3.03704
H29 0.37752 -3.71851 1.47850
O8 1.91196 5.18394 0.75219
H30 3.12395 -0.83444 -1.95294
C14 2.76815 7.34920 0.22958
H31 -2.46740 3.39411 -4.32910
C15 1.32913 -0.76884 8.57200
H32 0.38563 2.50982 2.84182
H33 1.72206 3.06087 1.83034
H34 4.59272 4.62728 -0.78144
C16 2.98829 -6.57195 -2.48905
H35 3.32686 0.51061 4.41582
H36 4.35255 0.16135 -2.46396
H37 -0.26351 6.91180 0.24297
H38 2.21152 1.49521 -4.01031
H39 -0.46536 -1.49316 0.00947
H40 -3.98927 -4.92547 -2.37972
C17 0.37600 -5.33831 -4.82042
H41 -2.79994 0.82367 -2.15859
H42 -0.23377 -1.34462 -1.79002
C18 3.14040 1.56252 4.63220
O9 2.02638 -5.63052 -1.89671
C19 1.39939 -3.84562 1.12114
C20 0.74838 0.78075 0.58564
C21 -2.13102 -5.38818 -0.57538
H43 -2.76747 -0.50537 -1.01422
H44 -1.10572 -3.28927 -3.15036
H45 -1.24582 -0.83101 4.03902
H46 -3.27834 -3.02071 1.62180
H47 5.88637 -3.58654 -3.61363
C22 -3.38851 -2.07227 2.14755
H48 1.77114 -2.83896 0.93001
C23 -0.31978 1.21892 -4.10851
O10 5.81241 1.77196 -1.22828
H49 4.65255 -1.17502 -1.32635
O11 0.73102 -2.23099 6.20239
H50 -6.95784 -1.03864 -5.65694
O12 1.12075 -0.19904 7.25050
H51 0.65052 7.55851 -1.13327
O13 -2.07306 -3.05633 -0.78371
H52 2.40046 -7.01061 -3.29536
O14 -4.19451 3.58672 -0.07492
C24 0.80565 -1.01565 6.21090
H53 0.11135 -6.03836 -4.02796
H54 6.64732 -2.01691 -3.88934
O15 4.20465 2.81863 7.70474
C25 1.74830 6.28784 0.19359
H55 1.89535 -0.10925 9.22959
O16 -3.89802 0.73452 -4.45291
H56 0.21999 3.84723 1.64560
C26 3.92410 1.95381 0.18488
O17 3.76423 -2.40819 -4.10153
H57 -7.96033 -0.80405 -0.73158
H58 -8.17963 -2.18267 0.39175
O18 1.61275 0.25601 1.27505
C27 -3.73489 3.11014 1.11824
C28 -6.56735 -0.14702 -5.16639
C29 -2.91809 -0.25582 -2.06452
H59 1.12991 -1.63521 -0.90999
C30 3.60586 3.01075 6.61987
H60 5.63942 4.24900 0.60575
H61 6.30739 4.26577 -0.98244
O19 -0.14165 0.03490 -4.44178
O20 -4.24009 -0.52938 -2.53387
C31 -4.29734 1.84178 2.99231
O21 -1.69159 -4.62411 -5.84914
H62 -2.74524 -5.80457 0.22303
O22 -4.70692 2.45188 1.76506
H63 3.99151 2.13100 1.25827
H64 4.44133 4.69868 8.29124
O23 1.33653 -4.42549 -0.15253
H65 -2.48729 -1.50433 1.91659
H66 2.00126 -4.42692 1.81967
H67 0.16850 5.86732 -1.20402
H68 -3.44650 -2.21702 3.22633
H69 -0.80450 3.72089 -3.68044
C32 5.40811 3.99568 -0.42887
H70 0.03163 0.01048 3.19922
O24 0.39515 -0.23401 5.16008
O25 3.25826 -5.64318 0.05852
O26 -2.61328 3.27346 1.55742
C33 5.98174 -2.57154 -3.22791
H71 -3.54617 5.42808 -0.35354
C34 4.28980 3.73689 8.78122
H72 -5.10316 1.13351 3.18495
O27 -5.70987 -3.42598 1.26763
C35 -2.68287 -4.07490 -0.98500
O28 3.73034 1.81227 6.00776
H73 0.29666 -2.67791 -4.04090
H74 -5.94371 0.30984 -5.93480
H75 1.84050 0.79692 -2.25442
C36 -3.39490 4.47268 -0.85595
C37 -7.48301 -1.66881 -0.27065
H76 0.32527 -1.02060 8.91402
H77 -7.23454 -2.33875 -1.09378
O29 0.31221 2.02745 0.72806
C38 4.16779 -0.89356 -2.26117
C39 2.27422 -5.25756 -0.63518
H78 2.05613 1.60631 4.52954

## Properties
total energy	-3714.6412	hartree
HOMO-LUMO gap	0.34407	hartree
spin multiplicity	1
F_max	7.1	eV/A

(3)
C39H80IO15P | ωB97M-V with the def2-TZVPD basis set

Atoms and positions in Å:
H1 11.22182 -0.83560 5.08880
H2 -6.77976 0.86197 1.87420
H3 -1.73519 -4.18847 0.85242
H4 -0.74221 -3.85358 4.12264
C1 -11.28938 0.95608 -9.45716
C2 -4.68239 1.82456 -0.72879
C3 3.15108 -4.63702 -0.93341
H5 2.41383 -3.62664 4.10122
C4 -5.79661 6.68163 -0.50997
C5 -1.75673 -1.41348 4.33040
C6 8.04948 -1.92982 -0.71298
C7 9.88031 -0.23831 3.52500
H6 -1.66353 2.19442 2.23600
H7 -3.91684 1.26624 -1.26424
H8 -4.79840 -1.74431 8.02294
O1 -0.70985 -0.53886 0.61135
C8 -6.18473 5.50733 -1.37670
O2 1.39195 2.42382 1.45466
H9 10.70117 -2.15136 4.03962
C9 7.43751 2.90981 -4.48309
O3 7.21375 1.10960 -2.94497
H10 -1.66705 -1.84123 5.33507
H11 8.70983 -0.02486 5.30704
H12 0.85311 -1.70919 3.88980
H13 6.66584 3.11488 -5.22703
H14 -1.30716 -4.08934 8.75709
H15 1.88980 -3.39152 2.43505
C10 -2.27609 -3.23768 0.88192
P1 0.32868 1.48915 1.83609
H16 -9.95454 3.51959 -11.40398
I1 2.57558 -0.94094 0.69507
C11 1.99129 -0.40209 2.68498
H17 2.40267 -1.25999 4.58980
O4 -9.31493 2.27344 -9.31853
O5 6.38003 -0.19508 1.49803
H18 4.90421 3.13843 -3.24546
C12 -10.71495 2.77832 -11.17226
H19 -7.05609 6.53128 -3.04622
H20 -6.00121 2.45655 1.67645
H21 -10.81744 2.08362 -12.00759
C13 7.07979 -2.60340 -2.97090
C14 -1.80775 -3.87064 3.85339
H22 -6.06567 3.60735 -7.57262
O6 -0.85163 2.08844 2.74000
C15 4.83948 -5.95807 0.47547
C16 -1.67348 -2.26213 1.91423
C17 -4.05570 -1.94618 8.79060
H23 -1.90494 -0.11025 2.27377
O7 -0.45657 0.88523 0.55685
C18 5.73071 2.93015 -2.56410
H24 -6.59114 4.85255 -3.37374
H25 -5.35081 6.12835 -3.24584
H26 11.88973 -0.96702 3.44299
C19 6.42876 0.98852 1.24406
C20 2.47688 -2.94648 3.24479
C21 -6.30380 5.76352 -2.85654
H27 -0.59098 -2.45816 1.95635
C22 7.68836 1.64223 0.73636
H28 -12.27141 1.39021 -9.26230
H29 8.06250 -2.53744 -3.44038
H30 3.56484 -3.68573 -0.59650
H31 5.39240 -6.27558 -0.40930
H32 4.88790 -6.72745 1.24308
H33 6.48530 -3.36696 -3.46758
O8 2.48705 -6.27761 0.65477
O9 0.73613 0.26217 2.75326
H34 -7.37275 1.15418 -4.97580
C23 7.22848 -2.91595 -1.50268
C24 -2.23124 -2.48843 3.33320
O10 10.02853 0.46916 2.55669
H35 4.94387 2.33444 0.47416
H36 -2.76336 -0.72703 0.83950
C25 -6.39690 1.58307 1.15569
C26 -5.31375 0.94809 0.32006
C27 5.21756 1.87070 1.42325
H37 -3.54107 -1.02100 9.05597
H38 8.06778 -2.20722 0.33746
H39 -7.74273 1.06020 -6.71932
O11 -7.81003 3.62907 -5.01877
H40 -11.41074 0.20160 -10.23623
C28 8.56737 -0.31419 4.26398
C29 6.83431 2.20274 -3.29419
O12 6.70974 -3.88631 -0.99834
H41 -2.36978 -4.12157 4.75735
C30 -7.39229 3.03897 -5.98973
H42 3.63964 -4.90853 -1.87036
H43 8.00637 2.41953 1.43362
H44 7.61776 -0.93403 -0.81180
H45 -6.08687 1.34988 -6.19262
H46 -7.73184 3.28863 -8.07658
H47 7.86041 3.86708 -4.17357
H48 -5.44599 2.17792 -1.42178
H49 -0.76603 -1.03096 4.04936
C31 3.40025 -5.69006 0.12043
H50 -3.32882 -2.47332 3.28979
H51 -3.32643 -3.44670 1.11701
C32 -7.13362 1.55243 -5.95888
H52 5.42042 2.66355 2.14546
H53 -1.37222 -2.47776 9.51219
H54 -2.37706 -3.77838 10.14623
H55 3.52844 -2.89669 2.94505
H56 6.60067 -1.62788 -3.07445
H57 7.83632 0.33780 3.79354
O13 -4.97259 -0.20244 0.48379
H58 -5.74275 6.37313 0.53123
H59 8.19074 -1.33824 4.24910
O14 -3.14646 -3.43614 7.17552
C33 11.00065 -1.10201 4.05376
H60 -6.53024 7.48242 -0.61714
H61 2.07997 -4.53138 -1.09326
H62 -1.95979 -4.66336 3.11633
H63 -7.20171 1.93672 0.50986
H64 -4.82960 7.07613 -0.82678
H65 8.48599 0.91177 0.64737
C34 -7.11420 3.73313 -7.29592
H66 5.37126 2.32277 -1.73667
H67 -7.34248 4.79303 -7.20536
H68 -10.91066 0.48912 -8.55160
H69 -11.67844 3.27146 -11.03314
H70 9.06605 -1.89564 -1.11040
C35 -3.06190 -2.96357 8.28351
H71 -2.24291 -2.80858 -0.12463
H72 7.50292 2.10836 -0.23385
H73 6.09655 3.88710 -2.18711
H74 2.76197 0.30431 3.00092
H75 5.31838 -5.04278 0.82499
C36 1.92036 -1.58636 3.66032
H76 8.21556 2.29143 -4.92331
H77 -4.54870 -2.31966 9.68980
C37 -10.33454 2.02763 -9.92058
H78 -2.43384 -0.55430 4.38253
O15 -6.38549 4.41261 -0.90205
H79 4.39218 1.25492 1.76571
H80 -4.23986 2.70586 -0.26224
C38 -1.85306 -0.81399 1.44228
C39 -1.95501 -3.35707 9.23220

## Properties
total energy	-3301.6532	hartree
HOMO-LUMO gap	0.34349	hartree
spin multiplicity	1
F_max	0.7	eV/A

> Among the records above, which one has the highest total energy?

C39H80IO15P

> The highest HOMO-LUMO gap belongs to which entry?

C39H78O29

> Which of these has the highest total energy?

C39H80IO15P